{
  "formula": "C11H17F7LiN2O3P",
  "method": "wB97M-V/def2-TZVPD",
  "homo_ha": -0.437,
  "gap_ha": 0.4416,
  "lumo_energy_ev": 0.123,
  "charge": 0,
  "symbols": ["Li", "P", "F", "F", "F", "F", "F", "F", "C", "C", "C", "C", "N", "H", "H", "H", "H", "H", "H", "H", "C", "C", "C", "C", "N", "H", "H", "H", "H", "H", "H", "H", "C", "C", "O", "C", "O", "O", "F", "H", "H", "H"],
  "positions_angstrom": [[-0.3326, 1.0079, -1.3051], [-1.7201, 3.5871, -1.6893], [-0.2206, 3.0960, -1.1257], [-2.2213, 3.6574, -0.1454], [-1.2441, 5.1041, -1.6066], [-3.1667, 3.9760, -2.2125], [-1.1560, 3.4505, -3.1828], [-2.1040, 1.9939, -1.7070], [0.0610, -4.1913, -1.3831], [-0.8916, -4.2144, -2.5627], [-0.8174, -2.9393, -3.4033], [-1.1303, -1.7174, -2.6835], [-1.3770, -0.7537, -2.1159], [-0.1077, -3.3393, -0.7235], [1.0973, -4.0840, -1.7272], [-0.0070, -5.1211, -0.8216], [-1.9103, -4.3874, -2.2057], [-0.6841, -5.0372, -3.2484], [-1.4703, -2.9944, -4.2761], [0.2035, -2.8285, -3.7819], [-1.6663, 1.4440, 4.4606], [-0.7767, 2.3861, 3.6574], [-1.1933, 2.4933, 2.1813], [-0.8175, 1.3349, 1.3950], [-0.5121, 0.4188, 0.7742], [-2.7181, 1.6249, 4.2408], [-1.5007, 1.5511, 5.5307], [-1.4396, 0.4101, 4.1895], [0.2603, 2.0450, 3.6969], [-0.7979, 3.4013, 4.0553], [-0.7147, 3.3501, 1.6976], [-2.2586, 2.6810, 2.0500], [3.1408, -1.2271, 1.2541], [4.2697, -0.4951, 0.5115], [3.6651, -0.0456, -0.6758], [2.3528, -0.3913, -0.6933], [1.5966, -0.0276, -1.5345], [2.0546, -1.2042, 0.3241], [5.2637, -1.3806, 0.1759], [2.8354, -0.7204, 2.1665], [3.4143, -2.2605, 1.4416], [4.7416, 0.3466, 1.0077]]
}


{
  "formula": "C59H144BF19N9O33S5",
  "method": "wB97M-V/def2-TZVPD",
  "homo_ha": -0.484,
  "gap_ha": 0.3301,
  "lumo_energy_ev": -4.177,
  "charge": 3,
  "symbols": ["C", "O", "C", "C", "N", "H", "H", "C", "C", "O", "C", "H", "H", "H", "H", "H", "H", "H", "H", "H", "H", "H", "H", "H", "H", "C", "O", "C", "C", "N", "H", "H", "C", "C", "O", "C", "H", "H", "H", "H", "H", "H", "H", "H", "H", "H", "H", "H", "H", "H", "C", "O", "C", "C", "N", "H", "H", "C", "C", "O", "C", "H", "H", "H", "H", "H", "H", "H", "H", "H", "H", "H", "H", "H", "H", "C", "O", "C", "C", "N", "H", "H", "C", "C", "O", "C", "H", "H", "H", "H", "H", "H", "H", "H", "H", "H", "H", "H", "H", "H", "C", "O", "C", "C", "N", "H", "H", "C", "C", "O", "C", "H", "H", "H", "H", "H", "H", "H", "H", "H", "H", "H", "H", "H", "H", "C", "O", "C", "C", "N", "H", "H", "C", "C", "O", "C", "H", "H", "H", "H", "H", "H", "H", "H", "H", "H", "H", "H", "H", "H", "C", "O", "C", "C", "N", "H", "H", "C", "C", "O", "C", "H", "H", "H", "H", "H", "H", "H", "H", "H", "H", "H", "H", "H", "H", "C", "O", "C", "C", "N", "H", "H", "C", "C", "O", "C", "H", "H", "H", "H", "H", "H", "H", "H", "H", "H", "H", "H", "H", "H", "C", "O", "C", "C", "N", "H", "H", "C", "C", "O", "C", "H", "H", "H", "H", "H", "H", "H", "H", "H", "H", "H", "H", "H", "H", "C", "F", "F", "F", "S", "O", "O", "O", "C", "F", "F", "F", "S", "O", "O", "O", "C", "F", "F", "F", "S", "O", "O", "O", "C", "F", "F", "F", "S", "O", "O", "O", "C", "F", "F", "F", "S", "O", "O", "O", "B", "F", "F", "F", "F"],
  "positions_angstrom": [[6.7459, 1.1936, -5.8504], [5.3844, 0.9177, -5.9660], [4.5749, 2.0641, -5.8815], [4.4451, 2.4747, -4.4014], [3.9827, 1.3492, -3.4753], [3.0151, 1.1712, -3.8249], [4.5331, 0.5194, -3.5638], [3.8786, 1.8286, -2.0557], [3.4967, 0.5894, -1.2484], [4.5558, -0.3170, -1.3134], [4.1170, -1.5576, -0.6965], [7.2550, 0.3009, -6.3153], [7.0673, 1.2485, -4.8173], [7.0058, 2.1253, -6.4172], [3.6067, 1.8016, -6.3359], [5.0329, 2.9132, -6.4179], [3.6752, 3.2228, -4.2998], [5.4407, 2.7076, -4.1116], [3.1723, 2.6419, -1.9330], [4.8961, 2.2726, -1.8848], [2.6799, 0.0537, -1.6267], [3.2964, 0.8106, -0.2184], [4.9351, -2.2288, -0.7552], [3.3535, -1.9212, -1.3981], [3.7267, -1.4350, 0.3470], [5.4771, -7.3846, 5.7082], [5.1569, -6.5013, 4.5184], [5.4282, -7.1275, 3.2790], [5.0566, -6.1614, 2.1338], [4.6528, -4.8649, 2.7350], [3.8598, -4.5996, 2.1701], [4.2898, -5.0630, 3.6814], [5.7087, -3.8845, 2.9148], [5.4373, -2.9773, 4.0849], [4.1063, -2.5411, 3.9438], [3.7411, -1.6399, 4.9317], [4.9949, -8.3068, 5.6478], [5.1253, -6.7794, 6.5262], [6.5926, -7.4632, 5.6827], [4.7642, -8.0021, 3.0924], [6.4359, -7.4552, 3.1698], [4.2645, -6.4920, 1.4768], [5.9463, -6.0267, 1.5866], [5.7668, -3.2708, 1.9627], [6.6933, -4.2637, 3.1082], [6.0417, -2.0836, 4.0888], [5.5317, -3.5058, 5.0226], [4.3341, -0.6886, 4.9202], [3.7617, -2.0720, 5.9798], [2.6991, -1.3119, 4.7307], [-1.4209, -7.5887, -5.2819], [-1.0166, -6.5917, -4.3248], [-1.7309, -5.3907, -4.3820], [-1.3361, -4.6548, -3.0792], [-1.6875, -5.4483, -1.8505], [-1.3251, -6.3468, -2.1410], [-1.0215, -5.0736, -1.1099], [-3.0953, -5.5066, -1.3668], [-3.1653, -6.5584, -0.2334], [-2.1651, -6.3625, 0.6972], [-2.2904, -7.1885, 1.8802], [-2.4846, -7.8011, -5.0532], [-0.7988, -8.4476, -5.1064], [-1.2806, -7.2112, -6.3436], [-2.8588, -5.5809, -4.3864], [-1.4875, -4.7029, -5.2227], [-1.6859, -3.6246, -3.1180], [-0.2526, -4.5554, -3.0565], [-3.7518, -5.8942, -2.1420], [-3.3940, -4.5233, -1.1055], [-3.1460, -7.5150, -0.7559], [-4.1758, -6.5006, 0.1905], [-3.2968, -6.9402, 2.3253], [-1.4411, -6.9572, 2.5156], [-2.2743, -8.2368, 1.5437], [0.3995, 0.6383, 3.7057], [-0.3217, 0.9635, 2.5459], [-1.5129, 0.3127, 2.5174], [-1.8766, 0.0110, 1.1046], [-0.6118, -0.4651, 0.3995], [0.1297, 0.2355, 0.5265], [-0.1476, -1.3168, 0.8308], [-0.7987, -0.6954, -1.0073], [-1.0836, 0.5858, -1.7305], [0.0648, 1.4634, -1.4218], [-0.1873, 2.7684, -1.9327], [1.1694, 1.3892, 3.8520], [0.8228, -0.3576, 3.6369], [-0.2635, 0.5886, 4.5578], [-2.3631, 0.7488, 3.0965], [-1.3467, -0.6187, 3.0560], [-2.3000, 0.8910, 0.6162], [-2.6392, -0.7329, 1.0615], [-1.6471, -1.3805, -1.1086], [0.1058, -1.1722, -1.3939], [-2.0448, 0.9519, -1.3408], [-1.1363, 0.3400, -2.8574], [-1.0300, 3.2452, -1.3842], [-0.3784, 2.7257, -2.9944], [0.7326, 3.3874, -1.7067], [-5.4839, 2.5241, -2.3079], [-5.0917, 2.0219, -3.6006], [-6.1698, 1.3784, -4.2663], [-5.5304, 0.5589, -5.3285], [-4.4392, -0.2143, -4.6559], [-4.2027, 0.5501, -3.9832], [-4.8432, -0.9161, -4.0381], [-3.3829, -0.9061, -5.4884], [-2.7126, -0.1848, -6.6469], [-3.7237, 0.1694, -7.5809], [-3.2369, 0.8817, -8.6931], [-6.2945, 3.2112, -2.4674], [-4.6461, 3.0373, -1.8923], [-5.8371, 1.7125, -1.6598], [-6.9345, 2.0671, -4.6824], [-6.6729, 0.6718, -3.6055], [-4.9687, 1.1759, -6.0293], [-6.2179, -0.0345, -5.8964], [-3.8531, -1.8210, -5.9308], [-2.7510, -1.3591, -4.6687], [-1.9094, -0.7558, -7.1040], [-2.2439, 0.7400, -6.2760], [-4.1668, 1.0096, -9.2436], [-2.5499, 0.3773, -9.3154], [-2.8566, 1.9211, -8.4135], [8.0334, 9.9236, -4.4315], [6.6121, 10.2587, -4.2812], [5.9411, 10.4168, -5.4769], [4.5923, 11.0358, -5.1090], [4.0296, 10.2639, -4.0260], [3.9506, 9.2668, -4.3654], [4.6671, 10.3183, -3.2522], [2.7159, 10.8825, -3.7563], [2.0678, 10.3946, -2.4702], [3.0461, 10.5566, -1.4988], [2.7649, 9.8333, -0.3211], [8.0894, 8.9200, -4.7675], [8.4356, 10.0282, -3.4451], [8.6124, 10.6149, -5.0533], [5.8842, 9.4738, -6.0998], [6.4211, 11.1028, -6.1918], [3.9775, 10.9386, -5.9912], [4.6539, 12.0577, -4.7769], [2.1263, 10.7263, -4.6237], [2.9358, 11.9440, -3.7279], [1.7770, 9.3089, -2.6252], [1.2090, 11.0479, -2.2613], [3.5854, 10.0627, 0.3560], [2.6317, 8.7849, -0.5233], [1.8339, 10.2964, 0.1647], [-4.4005, -1.1480, 14.0098], [-3.5469, -1.2770, 12.9021], [-4.1358, -2.1383, 11.9352], [-3.0841, -3.0660, 11.3510], [-2.0669, -2.2567, 10.5914], [-1.9619, -2.7131, 9.6574], [-2.3365, -1.2685, 10.3439], [-0.7982, -2.1327, 11.2722], [0.1545, -1.3815, 10.3282], [0.2194, -2.1781, 9.1885], [0.7976, -1.5856, 7.9977], [-3.8747, -0.3945, 14.6854], [-4.5556, -2.0950, 14.5300], [-5.2296, -0.4543, 13.8106], [-4.6120, -1.5096, 11.1828], [-4.8655, -2.7551, 12.3988], [-3.5641, -3.8293, 10.7239], [-2.5575, -3.5929, 12.1136], [-0.3642, -3.0724, 11.3868], [-0.9010, -1.6778, 12.2617], [1.1011, -1.2413, 10.8248], [-0.2977, -0.4116, 10.0281], [1.2505, -0.6521, 8.2751], [0.0409, -1.5626, 7.2712], [1.6235, -2.2392, 7.6385], [-7.7031, -5.3547, 6.8457], [-6.7189, -4.3634, 6.9319], [-7.2156, -3.1398, 7.4861], [-5.9381, -2.4464, 7.8871], [-5.0296, -2.1938, 6.7543], [-4.1722, -1.7941, 7.1006], [-4.8194, -3.0871, 6.3126], [-5.5110, -1.2799, 5.7125], [-5.8885, -1.9649, 4.3231], [-7.1569, -2.5966, 4.5529], [-7.7917, -3.3616, 3.4943], [-7.3248, -6.1890, 6.3049], [-8.5944, -4.9787, 6.2654], [-8.0180, -5.5964, 7.8537], [-7.7661, -3.3448, 8.4120], [-7.8227, -2.5282, 6.8425], [-5.3944, -3.0845, 8.6263], [-6.1625, -1.4834, 8.3070], [-4.7105, -0.5508, 5.4200], [-6.3827, -0.7184, 6.0393], [-5.0949, -2.6106, 3.9187], [-6.0102, -1.0730, 3.6773], [-8.8771, -3.3612, 3.5541], [-7.5439, -4.4325, 3.4995], [-7.4903, -3.0865, 2.4764], [5.3138, 3.3515, -9.0473], [3.9292, 3.7197, -9.2074], [3.7471, 5.0632, -9.4982], [2.2666, 5.3006, -9.4106], [1.7489, 4.9360, -8.0486], [2.4424, 5.2879, -7.4235], [0.7932, 5.3446, -7.9121], [1.4158, 3.4348, -7.9181], [0.3350, 3.2109, -6.8392], [-0.5895, 4.2601, -7.0181], [-1.7615, 4.0783, -6.2007], [5.7352, 3.7546, -8.1012], [5.8915, 3.6389, -9.8819], [5.2747, 2.2264, -8.9724], [4.1388, 5.2982, -10.4758], [4.2273, 5.7018, -8.7738], [1.7761, 4.6578, -10.1615], [2.1527, 6.4180, -9.5156], [2.3210, 2.9064, -7.7398], [1.0921, 3.1423, -8.8756], [0.6894, 3.1271, -5.7839], [-0.0960, 2.2503, -7.1120], [-1.5982, 4.1254, -5.1603], [-2.2047, 3.1010, -6.4316], [-2.3414, 4.9752, -6.5668], [5.4402, 6.4008, -4.6845], [5.8676, 5.1407, -4.8540], [5.8757, 6.7499, -3.4558], [6.0014, 7.2742, -5.5469], [3.6036, 6.4284, -4.7890], [3.4227, 5.6795, -6.0426], [3.1477, 5.7171, -3.6369], [3.2353, 7.8252, -4.9188], [-2.0127, 1.5976, 7.8959], [-2.4182, 2.8007, 8.3740], [-1.7580, 1.6811, 6.5779], [-0.7865, 1.2864, 8.4995], [-3.1894, 0.2705, 8.2612], [-4.4774, 0.6680, 7.7656], [-2.4929, -0.7759, 7.5382], [-3.1139, -0.0696, 9.7037], [1.1048, -1.2663, -6.2751], [0.5969, -0.5128, -7.2359], [0.3388, -2.3549, -6.3249], [2.3880, -1.6082, -6.5294], [0.8978, -0.4088, -4.7103], [1.6233, 0.8265, -4.8555], [-0.5362, -0.2149, -4.6746], [1.5518, -1.2106, -3.7713], [-1.4154, -2.9276, 4.5108], [-1.8639, -3.0045, 3.2620], [-0.0524, -3.0495, 4.4792], [-1.7361, -1.6778, 4.9439], [-2.2889, -4.1242, 5.6175], [-1.7292, -5.3966, 5.3169], [-1.9899, -3.6265, 6.9535], [-3.6093, -3.9022, 5.0660], [1.0049, -5.0197, 2.1124], [-0.2490, -4.9112, 2.4374], [1.7629, -4.9580, 3.2202], [1.1892, -6.2447, 1.6079], [1.4359, -3.7201, 0.8925], [0.4869, -4.0008, -0.2089], [1.0815, -2.4628, 1.4493], [2.8360, -3.8880, 0.5882], [-4.3395, -2.2191, -1.9730], [-2.9611, -2.4083, -2.2600], [-4.6387, -2.9058, -0.7908], [-4.4523, -0.7906, -1.7824], [-5.1453, -2.6053, -3.0113]]
}


{
  "formula": "CH2F2N2O",
  "method": "wB97M-V/def2-TZVPD",
  "homo_ha": [-0.249, -0.456],
  "gap_ha": [0.2264, 0.3612],
  "lumo_energy_ev": [-0.606, -2.584],
  "multiplicity": 3,
  "charge": 0,
  "de_lowest_kcal_mol": 141.0,
  "symbols": ["C", "N", "N", "O", "F", "F", "H", "H"],
  "positions_angstrom": [[-1.6740, -0.5381, -0.4131], [2.2470, 0.4368, -0.7494], [1.7394, 0.4177, 0.2305], [-0.7092, -1.1677, -0.6615], [0.7930, 1.3744, 0.7452], [1.8105, -0.4422, 1.4355], [-2.6520, -0.5219, -0.7975], [-1.5547, 0.4411, 0.2103]]
}